No. 1
Below is a molecular structure, C3H2FO3Tb at a distorted geometry, with properties calculated with ωB97M-V/def2-TZVPD.

Cartesian coordinates (Å):
C (1.4184, 0.0472, 1.7104)
C (2.2780, 0.7945, 0.7331)
O (1.6148, 0.6657, -0.4158)
C (0.2751, 0.4234, -0.1484)
O (0.1841, 0.1643, 1.1953)
O (-0.5991, 0.4466, -0.9338)
Tb (-3.2567, 0.4147, -1.4804)
F (1.6309, -1.0934, 2.2497)
H (2.7099, 1.7995, 0.8556)
H (2.6375, 0.6729, 2.1217)

HOMO-LUMO gap (spin up / spin down) = 10.274 / 9.191 eV
LUMO level (spin up / spin down) = -12.6 / -15.2 eV
spin multiplicity = 8
M = 263.969 g mol⁻¹
charge = +3

Atomic partial charges in e from the Mulliken method, atoms 1 to 5: number 1, C, carries 0.715; number 2, C, carries -0.132; number 3, O, carries -0.164; number 4, C, carries 0.656; number 5, O, carries -0.235

No. 2
Below is a molecular structure, C3H2HgLiO2 at a distorted geometry, with properties calculated with ωB97M-V/def2-TZVPD.

Cartesian coordinates (Å):
C (-0.5975, 0.0101, -0.3638)
Hg (0.2273, -1.3928, -2.2041)
O (0.3854, 0.6884, -1.3330)
C (1.1310, 1.0702, -0.1692)
H (1.0803, 2.1502, 0.0370)
H (2.1898, 0.7825, -0.2703)
Li (-1.6496, 0.1718, 1.6373)
O (0.1938, -0.1355, 1.9725)
C (0.2823, 0.0746, 0.6992)

HOMO-LUMO gap (spin up / spin down) = 6.893 / 6.052 eV
LUMO level (spin up / spin down) = -0.7 / -1.5 eV
energy above the lowest of the compared OMol25 structures with the same formula, charge and spin = 16.2 kJ/mol
spin multiplicity = 2
M = 277.578 g mol⁻¹
charge = 0

Atomic partial charges in e from the Mulliken method, atoms 1 to 5: number 1, C, carries -0.874; number 2, Hg, carries 0.088; number 3, O, carries -0.340; number 4, C, carries -0.150; number 5, H, carries 0.183

No. 3
Below is a molecular structure, C3H2I3N at a distorted geometry, with properties calculated with ωB97M-V/def2-TZVPD.

Cartesian coordinates (Å):
C (-2.3518, -1.0145, -1.1864)
C (0.2201, 0.5150, -0.0953)
C (-1.6154, -0.1369, -1.9560)
N (-2.8476, -1.7214, -0.4232)
I (0.0854, 2.5841, -0.0351)
I (-2.5332, 1.5751, -2.5691)
I (-0.2130, -0.9653, -3.4348)
H (-0.0185, -0.0334, 0.8186)
H (1.1038, 0.0042, -0.6112)

HOMO-LUMO gap (spin up / spin down) = 6.972 / 7.938 eV
LUMO level (spin up / spin down) = -1.8 / -1.0 eV
energy above the lowest of the compared OMol25 structures with the same formula, charge and spin = 248.0 kJ/mol
M = 432.768 g mol⁻¹
charge = 0

Atomic partial charges in e from the Mulliken method, atoms 1 to 5: number 1, C, carries 0.433; number 2, C, carries -0.687; number 3, C, carries -0.607; number 4, N, carries -0.387; number 5, I, carries 0.140

No. 4
Below is a molecular structure, C3H2LaO2 at a distorted geometry, with properties calculated with ωB97M-V/def2-TZVPD.

Cartesian coordinates (Å):
O (1.0727, -0.4061, -1.4217)
O (0.1619, 1.4937, -1.0555)
C (1.5451, 0.3224, -2.4496)
C (1.0184, 1.6377, -2.2191)
C (0.3128, 0.3325, -0.5684)
H (1.7340, 2.4602, -2.0986)
La (-0.9830, -0.7961, 1.9682)
H (0.4671, 1.4087, -3.2824)

HOMO-LUMO gap (spin up / spin down) = 3.617 / 3.618 eV
LUMO level (spin up / spin down) = -16.8 / -16.8 eV
energy above the lowest of the compared OMol25 structures with the same formula, charge and spin = 0.1 kJ/mol
M = 208.953 g mol⁻¹
charge = +3

Atomic partial charges in e from the Mulliken method, atoms 1 to 5: number 1, O, carries -0.191; number 2, O, carries -0.264; number 3, C, carries -0.195; number 4, C, carries 0.035; number 5, C, carries 0.227

No. 5
Below is a molecular structure, C3H2Li2O3 at a distorted geometry, with properties calculated with ωB97M-V/def2-TZVPD.

Cartesian coordinates (Å):
O (-0.5657, -1.1034, -0.8614)
C (-1.1684, -0.0151, -0.6115)
O (-2.1182, 0.4343, -1.3345)
O (-0.7017, 0.8124, 0.2985)
Li (-1.8997, 2.1131, -0.4517)
H (1.1333, -1.0947, -0.2033)
Li (0.6209, 0.5855, 1.4977)
C (2.7108, -1.1074, 1.5674)
C (2.0563, -0.9027, 0.5616)
H (3.2384, -1.2877, 2.4907)

HOMO-LUMO gap = 7.441 eV
LUMO level = -0.7 eV
energy above the lowest of the compared OMol25 structures with the same formula, charge and spin = 13.6 kJ/mol
M = 99.928 g mol⁻¹
charge = 0

Atomic partial charges in e from the Mulliken method, atoms 1 to 5: number 1, O, carries -0.810; number 2, C, carries 0.991; number 3, O, carries -0.875; number 4, O, carries -0.996; number 5, Li, carries 0.824

No. 6
Below is a molecular structure, C3H2N2 at a distorted geometry, with properties calculated with ωB97M-V/def2-TZVPD.

Cartesian coordinates (Å):
C (-0.2868, -0.2165, 0.7300)
C (0.9380, -0.0937, 0.2614)
C (-1.7194, 0.5606, -1.1015)
N (-0.5393, 0.6717, -0.9596)
N (0.7772, 0.6259, -0.8791)
H (-0.9203, -1.0046, 1.1491)
H (1.7506, -0.5434, 0.7998)

HOMO-LUMO gap (spin up / spin down) = 7.926 / 7.925 eV
LUMO level (spin up / spin down) = -1.1 / -1.1 eV
energy above the lowest of the compared OMol25 structures with the same formula, charge and spin = 633.6 kJ/mol
M = 66.063 g mol⁻¹
charge = 0

Atomic partial charges in e from the Mulliken method, atoms 1 to 5: number 1, C, carries -0.443; number 2, C, carries 0.207; number 3, C, carries -0.124; number 4, N, carries 0.507; number 5, N, carries -0.797

No. 7
Below is a single C3H2N2O molecule at a distorted geometry, with properties calculated with ωB97M-V/def2-TZVPD.

Cartesian coordinates (Å):
C (0.7334, 0.0333, -0.1079)
C (-0.1815, 1.1925, 0.0829)
C (-0.0423, -1.0930, 0.0825)
H (-0.2574, 2.2248, -0.0293)
H (0.5134, -2.0087, 0.3281)
N (-1.3552, 0.5452, -0.0723)
N (-1.2942, -0.8758, -0.1663)
O (1.8838, -0.0184, -0.1178)

HOMO-LUMO gap = 8.187 eV
LUMO level = -1.9 eV
SMILES = O=C1C=NN=C1
energy above the lowest of the compared OMol25 structures with the same formula, charge and spin = 269.3 kJ/mol
M = 82.062 g mol⁻¹
charge = 0

Atomic partial charges in e from the Mulliken method, atoms 1 to 5: number 1, C, carries 0.676; number 2, C, carries -0.377; number 3, C, carries -0.033; number 4, H, carries 0.392; number 5, H, carries 0.364

No. 8
Below is a single C3H2N2O2 molecule at a distorted geometry, with properties calculated with ωB97M-V/def2-TZVPD.

Cartesian coordinates (Å):
N (0.6526, 0.2076, 1.4439)
C (0.5448, -0.4139, 0.3624)
O (-0.1056, -0.0913, -0.8212)
C (-0.8570, 1.0320, -0.9169)
O (-0.9484, 1.8953, -0.0899)
C (0.9697, -1.7934, 0.2463)
N (0.9552, -2.9468, 0.2375)
H (0.1661, 1.1023, 1.4198)
H (-1.3774, 1.0084, -1.8819)

HOMO-LUMO gap = 11.225 eV
LUMO level = -0.2 eV
SMILES = [H]/N=C(/C#N)OC=O
energy above the lowest of the compared OMol25 structures with the same formula, charge and spin = 95.6 kJ/mol
M = 98.061 g mol⁻¹
charge = 0

Atomic partial charges in e from the Mulliken method, atoms 1 to 5: number 1, N, carries -0.564; number 2, C, carries 0.516; number 3, O, carries -0.250; number 4, C, carries 0.243; number 5, O, carries -0.496

| no. | E (eV) |
| --- | --- |
| 1 | -34394.50706 |
| 2 | -11613.70827 |
| 3 | -28931.17421 |
| 4 | -8056.47484 |
| 5 | -9696.34817 |
| 6 | -6115.91825 |
| 7 | -8166.92158 |
| 8 | -10217.19812 |